No. 1
A cluster of 12 separate species, C54H130N12O16 in total in a non-equilibrium geometry, computed with ωB97M-V/def2-TZVPD.

Summary:
Orbital gap (eV): 8.5519
Total charge: +4

Last column: Löwdin charge in e.
Geometry (Å):
O 6.769 -7.746 31.507  -0.0684
O 3.354 -7.303 32.856  0.0359
O 0.562 -7.212 30.247  -0.0568
O -1.835 -6.122 34.122  -0.0401
O -0.393 2.627 34.999  -0.1017
O -7.465 -4.595 32.541  0.0965
O 2.223 -5.837 31.705  -0.1270
O -0.661 0.513 34.590  -0.0524
O -5.982 -5.671 31.397  0.0984
O 4.249 -6.307 31.156  -0.0068
O -8.158 -5.940 30.906  0.1292
O -3.715 -6.918 34.646  -0.0961
O 4.310 -6.644 36.459  0.0266
O -1.798 1.953 33.385  -0.1091
O -2.013 -7.200 35.979  -0.0228
O 2.491 8.745 33.904  -0.0613
N 3.314 -6.548 31.930  -0.5323
N -0.924 -3.147 31.985  -0.2641
N -6.862 -7.312 36.143  -0.2771
N -4.153 2.803 36.745  -0.2683
N 2.086 -7.109 36.689  0.0256
N 11.882 -14.624 25.541  -0.2656
N -0.929 1.694 34.324  -0.5963
N 1.669 5.964 33.676  -0.3872
N 7.198 -5.743 33.726  -0.4090
N -7.119 -5.324 31.658  -0.4230
N -2.514 -6.707 34.950  -0.6134
N -1.472 -9.558 32.401  -0.3383
C 6.270 -6.975 33.718  -0.0913
C 11.851 -15.813 24.557  -0.0805
C -2.250 -2.371 31.938  -0.0920
C -3.318 1.644 36.364  0.0053
C 8.711 -11.280 27.613  -0.1167
C -1.070 -4.501 31.386  0.0316
C 9.223 -11.952 26.321  -0.2258
C 0.439 6.307 34.259  -0.0381
C -6.069 3.001 35.246  -0.1512
C 10.562 -13.911 25.475  -0.1320
C 1.508 -2.939 32.155  -0.1258
C -6.128 -6.738 38.316  -0.1147
C -3.933 2.856 40.606  -0.2547
C -0.498 -3.233 33.434  -0.1002
C -6.835 -8.394 35.168  -0.1548
C -3.857 2.196 39.276  -0.1848
C -8.190 -9.880 33.615  -0.2300
C -2.831 3.887 40.994  -0.0861
C 11.988 -15.326 26.877  -0.1161
C 3.157 -6.292 36.599  -0.5639
C -5.643 -7.476 37.073  -0.0876
C 6.695 -8.144 32.810  -0.2640
C 2.140 -8.516 36.202  -0.0347
C 7.305 -5.105 32.383  0.0082
C -5.035 -2.673 30.280  -0.1285
C -5.620 2.326 36.541  -0.0650
C 12.974 -16.611 25.093  -0.1480
C -6.791 -6.047 35.423  -0.0130
C 2.087 6.837 32.571  -0.1280
C 2.832 -4.784 36.546  0.0063
C -4.811 3.417 34.541  -0.1409
C -8.889 -9.943 32.230  -0.0863
C 13.060 -13.758 25.215  0.0605
C 6.603 -4.798 34.619  -0.0540
C 1.620 4.509 33.162  0.0348
C -3.941 3.886 35.748  -0.0859
C -4.051 -1.524 30.296  -0.2561
C -1.120 -10.834 31.664  0.0067
C -8.073 -7.316 37.061  -0.0946
C 1.783 8.314 32.786  -0.2563
C -3.894 3.292 38.157  -0.0794
C 10.463 -12.883 26.602  -0.1796
C -1.078 -8.483 31.406  -0.0825
C -7.900 -8.453 34.083  -0.2100
C 0.242 -2.422 31.369  -0.0784
C -0.676 -9.474 33.617  -0.0060
C -7.511 -7.458 38.442  -0.1425
C 0.938 -3.604 33.392  -0.1715
C -2.591 -2.029 30.469  -0.1893
C 2.785 5.936 34.775  0.0414
C 8.568 -6.068 34.187  -0.0009
C 0.383 -8.002 31.396  -0.2526
C 13.002 -16.402 26.637  -0.1168
C -2.936 -9.466 32.718  0.0329
H 7.911 -10.578 27.384  0.0659
H -2.933 3.977 35.550  0.0978
H 5.577 -4.567 34.209  0.1246
H 3.175 6.953 35.015  0.1066
H 3.558 -4.195 37.077  0.0723
H -4.435 2.625 33.862  0.1163
H 7.741 -4.120 32.504  0.1032
H 13.948 -14.178 25.670  0.1215
H -4.749 3.893 38.313  0.1180
H 3.621 5.277 34.372  0.1271
H 0.558 7.248 34.757  0.1085
H -3.345 -10.277 33.250  0.1033
H 11.933 -15.498 23.498  0.1556
H 0.096 -1.339 31.587  0.1416
H -4.289 -0.800 31.172  0.1390
H -1.700 -5.099 32.081  0.0992
H -0.712 -2.242 33.832  0.1282
H -4.168 -1.017 29.331  0.1111
H -3.469 1.320 35.356  0.0943
H 1.349 -6.660 30.382  0.0542
H -6.843 -9.333 35.743  0.1463
H -1.306 -11.727 32.316  0.1218
H 5.940 -8.891 33.069  0.1265
H -0.030 -10.901 31.390  0.1336
H -4.923 -3.260 29.362  0.0867
H 0.312 -2.561 30.273  0.1451
H -4.830 -7.004 36.542  0.0878
H 9.430 -10.611 28.127  0.0788
H -0.271 6.480 33.435  0.1331
H 9.285 -5.253 34.122  0.1088
H 2.858 -9.051 36.792  0.0810
H 1.592 3.891 34.079  0.0976
H -4.800 1.674 39.200  0.1135
H -7.215 -10.407 33.555  0.1129
H 0.148 5.553 34.972  0.1113
H -8.842 -5.309 30.828  0.1008
H 8.005 -5.741 31.782  0.1239
H -1.729 -7.624 31.595  0.1281
H 7.694 -8.502 33.164  0.1304
H 6.137 -7.307 34.781  0.1405
H 2.416 -8.457 35.132  0.0749
H -2.280 1.945 36.505  0.1061
H -5.468 -6.871 39.166  0.1269
H 6.526 -5.260 35.637  0.1170
H -2.163 -1.406 32.491  0.1354
H 0.656 4.549 32.639  0.1123
H 13.005 -13.686 24.183  0.0933
H -8.167 -9.687 31.476  0.0650
H -7.616 -7.804 33.276  0.0936
H 1.158 -6.654 36.720  0.1399
H -3.939 2.066 41.379  0.1231
H 2.081 -3.604 31.564  0.0703
H -7.658 -5.814 34.795  0.1023
H 2.762 9.696 33.867  0.1429
H -4.918 -3.286 31.185  0.0515
H -2.992 1.567 39.299  0.1164
H -2.410 -2.849 29.771  0.1015
H -5.925 -6.043 34.771  0.0886
H -4.917 4.297 33.892  0.1277
H 2.487 4.313 32.517  0.1146
H -1.102 -3.900 33.983  0.0992
H -3.205 -8.443 33.109  0.1047
H -3.613 0.831 37.000  0.0998
H -9.774 -9.274 32.177  0.0869
H -1.793 3.719 40.585  0.0946
H -1.165 -8.767 34.294  0.0940
H 10.523 -13.345 24.535  0.1503
H 1.508 6.505 31.647  0.1630
H 11.007 -15.616 27.189  0.1319
H -3.028 -2.987 32.507  0.1570
H 2.163 -2.003 32.421  0.1528
H -8.827 -10.265 34.465  0.1316
H -8.210 -7.105 39.213  0.1285
H -7.351 -8.523 38.729  0.1337
H 1.504 -3.160 34.194  0.1066
H 8.327 -11.975 28.381  0.0800
H 1.828 -4.480 36.883  0.0824
H 10.824 -16.176 24.627  0.1349
H -4.884 3.370 40.691  0.1100
H -2.709 3.974 42.062  0.0722
H -6.287 -5.701 38.063  0.0998
H 13.870 -16.266 24.671  0.1004
H -6.172 2.748 37.353  0.1166
H -0.064 -4.873 31.421  0.0768
H 2.352 5.462 35.674  0.1115
H 3.160 6.700 32.254  0.1663
H 0.504 -7.393 32.275  0.1018
H -3.381 -9.389 31.768  0.0906
H 13.010 -17.652 24.851  0.1243
H 8.451 -6.396 35.239  0.1275
H -3.005 4.841 40.643  0.0337
H -1.737 -10.957 30.792  0.1003
H 12.286 -14.606 27.650  0.1445
H -5.320 -8.586 37.216  0.1811
H 3.018 -4.673 35.464  0.0712
H 1.061 -8.824 31.322  0.1147
H 0.320 -9.235 33.493  0.0667
H 12.758 -17.388 27.122  0.1462
H 8.407 -12.606 25.972  0.1097
H 7.232 -3.819 34.697  0.1497
H -1.434 -4.476 30.334  0.1200
H -1.941 -1.230 30.145  0.1039
H -6.649 3.895 35.493  0.1262
H 9.484 -11.225 25.516  0.1242
H -6.744 2.318 34.717  0.1286
H -2.944 3.880 38.048  0.1578
H 10.388 -13.394 27.539  0.0994
H 2.163 8.764 31.909  0.1161
H 9.061 -6.763 33.446  0.1255
H 12.895 -12.744 25.484  0.0898
H 6.254 -5.036 32.024  0.1097
H -9.319 -10.904 32.001  0.0678
H -5.867 -8.218 34.648  0.1349
H -4.332 4.845 36.114  0.1509
H 1.174 -8.964 36.235  0.0626
H -6.658 -5.221 36.178  0.1294
H 5.281 -6.528 33.351  0.1106
H 1.179 -4.651 33.422  0.0957
H 5.903 -7.344 31.217  0.0859
H 9.800 -14.676 25.510  0.1330
H 0.694 8.587 32.798  0.1418
H -6.005 -2.131 30.291  0.0875
H 11.361 -12.234 26.545  0.1168
H -5.675 1.249 36.664  0.1312
H -8.795 -7.959 34.422  0.1128
H -1.344 -8.937 30.433  0.1410
H -8.724 -8.095 36.742  0.1222
H 13.987 -16.042 26.950  0.1204
H -0.642 -10.497 34.098  0.1393
H -8.618 -6.341 36.928  0.1556

---

No. 2
A cluster of 2 separate species, ClH3NO2P in total in a non-equilibrium geometry, computed with ωB97M-V/def2-TZVPD.

Summary:
Structure (SMILES): NP(=O)=O.Cl
Orbital gap (eV): 10.3625
Relative energy (zero: lowest compared OMol25 entry of this formula, charge and spin) (kcal per mole): 15.0

Last column: natural (NBO) charge in e.
Geometry (Å):
Cl 0.287 -2.695 -0.266  -0.4828
P 0.174 0.769 -0.438  2.3948
O 0.091 -0.109 -1.662  -0.9934
O 0.786 2.054 -0.569  -1.0166
N -0.313 0.516 1.107  -1.1874
H 0.072 -1.529 -1.196  0.3704
H -0.820 -0.370 1.346  0.4594
H -0.278 1.364 1.677  0.4556